Entry 1:
# C25H46N2O5RuSi4Te

C25H46N2O5RuSi4Te as an isolated structure (ωB97M-V with the def2-TZVPD basis set, OMol25).

As for the energy above the lowest of the compared OMol25 structures with the same formula, charge and spin: 20.2 kcal per mole. Its LUMO energy (spin up / spin down) is 2.14 / 2.26 eV. The charge is -1. The expectation value of S² is 0.770. Its gap between HOMO and LUMO (spin up / spin down) is 0.2425 / 0.2461 hartree. The spin multiplicity is 2. The calculation puts the total energy at -2987.03933 Ha. The value obtained for the largest force on an atom is 0.417 eV/Å.

XYZ file:
```
84
C25H46N2O5RuSi4Te (ωB97M-V with the def2-TZVPD basis set)
Ru 1.75 0.02 1.98
C -0.90 -2.36 4.22
C 0.13 -2.05 3.17
O 0.81 -0.96 3.40
C 0.37 -2.93 2.14
C 1.35 -2.78 1.11
C 1.77 -3.99 0.32
N 1.94 -1.64 0.90
N 2.89 -1.60 -0.11
C 3.47 -0.44 -0.14
O 3.25 0.52 0.72
C 4.48 -0.17 -1.20
C 4.65 -1.06 -2.26
C 5.59 -0.79 -3.25
C 6.36 0.36 -3.18
C 6.19 1.25 -2.13
C 5.25 0.98 -1.14
H -1.02 -1.50 4.87
H -0.60 -3.22 4.82
H -1.87 -2.59 3.77
H -0.18 -3.86 2.15
H 1.11 -4.83 0.53
H 2.79 -4.26 0.60
H 1.79 -3.79 -0.75
H 4.04 -1.95 -2.30
H 5.72 -1.48 -4.07
H 7.09 0.57 -3.95
H 6.79 2.15 -2.07
H 5.11 1.67 -0.32
C 1.69 4.86 2.59
C 2.59 3.67 2.27
C 4.03 4.11 2.03
O 2.06 3.09 1.09
C 2.58 2.71 3.49
O 3.04 3.16 4.54
O 2.10 1.53 3.37
H 1.79 5.61 1.80
H 1.97 5.29 3.55
H 0.66 4.52 2.62
H 4.06 4.87 1.25
H 4.64 3.26 1.71
H 4.46 4.51 2.95
H 2.67 2.42 0.76
C -1.64 2.71 -2.43
Si -1.88 0.86 -2.63
C -0.36 0.15 -3.49
C -3.38 0.62 -3.75
Si -2.12 -0.19 -0.54
Te -0.29 1.04 0.74
Si -2.50 -2.48 -0.88
C -1.05 -3.26 -1.77
C -4.01 -2.72 -1.97
C -2.85 -3.39 0.73
Si -3.94 0.67 0.67
C -3.90 2.55 0.70
C -3.87 0.04 2.44
C -5.60 0.15 -0.08
H -1.37 3.15 -3.39
H -0.85 2.93 -1.71
H -2.56 3.19 -2.09
H -0.12 0.74 -4.38
H -0.52 -0.89 -3.80
H 0.50 0.18 -2.81
H -3.22 1.14 -4.71
H -4.28 1.04 -3.29
H -3.57 -0.43 -3.97
H -1.00 -2.90 -2.80
H -1.14 -4.35 -1.80
H -0.12 -3.01 -1.28
H -3.86 -2.30 -2.97
H -4.91 -2.27 -1.55
H -4.19 -3.80 -2.08
H -2.00 -3.32 1.41
H -3.06 -4.44 0.53
H -3.73 -2.96 1.23
H -2.91 2.90 1.01
H -4.64 2.93 1.40
H -4.12 2.96 -0.29
H -2.89 0.27 2.87
H -4.02 -1.04 2.50
H -4.64 0.53 3.05
H -5.68 0.47 -1.12
H -6.42 0.60 0.48
H -5.73 -0.93 -0.04
```

Here are the Mulliken charges for atoms 1 to 8, given in e: 0.55 -1.27 0.81 -0.61 -1.55 1.15 -1.37 0.56

Entry 2:
# C25H47BClFN4O2P

A 5-piece molecular cluster, C25H47BClFN4O2P overall in a non-equilibrium geometry (ωB97M-V with the def2-TZVPD basis set, OMol25).

Its LUMO energy is 1.51 eV. The charge is -1. Its gap between HOMO and LUMO is 0.2158 hartree. The spin multiplicity is 1. The calculation puts the total energy at -2276.41180 Ha. The value obtained for the largest force on an atom is 10.078 eV/Å.

XYZ file:
```
82
C25H47BClFN4O2P (ωB97M-V with the def2-TZVPD basis set)
C -2.29 1.40 -3.59
C -2.97 0.04 -4.22
P -1.77 -1.42 -4.47
C -0.74 -1.82 -2.92
C -1.42 -1.39 -1.49
C -0.50 -1.12 -5.86
C -1.01 -0.66 -7.36
O 0.12 0.26 -7.68
B 1.13 0.48 -6.59
Cl 2.59 -0.67 -6.81
C 1.43 2.03 -6.11
C 3.00 2.34 -5.75
C 3.55 1.59 -4.38
F 3.89 2.59 -3.33
O 0.45 -0.08 -5.39
H -1.93 1.31 -2.48
H -1.45 1.85 -4.31
H -3.15 2.22 -3.59
H -3.95 -0.29 -3.64
H -3.36 0.34 -5.31
H -0.63 -3.01 -2.88
H 0.35 -1.40 -3.03
H -2.57 -1.62 -1.40
H -1.19 -0.26 -1.17
H -0.89 -2.05 -0.66
H 0.18 -2.08 -5.82
H -0.95 -1.69 -7.97
H -2.06 -0.16 -7.49
H 0.75 2.23 -5.16
H 1.06 2.75 -6.97
H 3.72 2.16 -6.66
H 3.06 3.51 -5.51
H 4.56 1.03 -4.66
H 2.77 0.81 -3.97
C 1.65 -0.70 3.49
C 0.67 0.10 2.64
C -0.65 -0.63 2.41
C -0.40 -1.95 1.69
N -0.19 -3.04 1.09
H 1.94 -1.64 3.01
H 2.57 -0.13 3.65
H 1.22 -0.93 4.48
H 1.15 0.32 1.68
H 0.48 1.06 3.13
H -1.32 -0.01 1.81
H -1.15 -0.84 3.37
C -5.35 2.15 3.65
C -5.20 0.66 3.36
C -3.75 0.25 3.10
C -3.22 0.99 1.88
N -2.78 1.61 0.87
H -5.05 2.76 2.79
H -6.40 2.39 3.86
H -4.75 2.45 4.51
H -5.82 0.40 2.50
H -5.58 0.09 4.22
H -3.69 -0.83 2.91
H -3.12 0.48 3.96
C 2.83 -2.41 -0.38
C 3.88 -1.40 0.08
C 5.28 -1.99 0.17
C 5.29 -3.13 1.17
N 5.30 -4.08 2.01
H 2.74 -3.24 0.33
H 1.85 -1.93 -0.46
H 3.09 -2.82 -1.36
H 3.58 -1.00 1.06
H 3.89 -0.55 -0.62
H 6.00 -1.23 0.49
H 5.61 -2.37 -0.81
C 1.00 1.88 7.58
C 0.06 0.77 8.02
C -0.57 0.01 6.85
C -1.38 0.97 6.00
N -2.06 1.77 5.29
H 0.48 2.65 7.00
H 1.45 2.37 8.45
H 1.81 1.48 6.96
H -0.73 1.20 8.65
H 0.61 0.06 8.65
H -1.23 -0.78 7.22
H 0.20 -0.45 6.23
```

Here are the Mulliken charges for atoms 1 to 8, given in e: -0.48 -0.58 -0.14 -0.27 -0.46 -0.19 -0.25 -0.53

Entry 3:
# C25H47Br2F6N5O8PS2

C25H47Br2F6N5O8PS2 as an isolated structure in a non-equilibrium geometry (ωB97M-V with the def2-TZVPD basis set, OMol25).

Its LUMO energy is -3.10 eV. The charge is +1. Its gap between HOMO and LUMO is 0.2913 hartree. The spin multiplicity is 1. The calculation puts the total energy at -8741.01696 Ha. The value obtained for the largest force on an atom is 1.821 eV/Å.

XYZ file:
```
96
C25H47Br2F6N5O8PS2 (ωB97M-V with the def2-TZVPD basis set)
C 3.34 -0.86 2.51
C 4.08 0.35 1.91
O 3.24 1.46 1.62
C 2.94 1.63 0.26
C 1.88 0.59 -0.19
C 0.75 0.97 -1.16
Br 0.90 -0.25 -2.72
C 0.86 2.34 -1.82
S 2.40 2.84 -2.83
O 1.84 3.34 -4.05
O 3.15 3.75 -2.01
C 3.67 1.55 -3.39
F 3.21 0.93 -4.49
F 4.74 2.28 -3.71
F 3.98 0.65 -2.46
N 0.71 3.37 -0.85
C -0.07 3.25 0.40
C 0.77 3.76 1.57
C -0.86 1.89 0.66
Br -0.26 1.06 2.33
P -2.55 2.50 1.24
N -2.32 3.68 2.21
O -3.32 1.28 1.91
O -3.26 3.03 -0.08
N -0.72 0.84 -0.57
C -1.74 1.30 -1.66
C -3.12 0.69 -1.96
C -4.28 0.45 -0.99
C -5.05 -0.86 -1.26
S -5.02 -2.01 0.14
C -3.74 -3.09 -0.26
N -3.05 -3.87 0.50
N -2.15 -4.53 -0.31
C -2.35 -4.10 -1.49
O -3.34 -3.19 -1.56
C -1.07 -0.61 -0.17
F -0.08 -1.22 0.44
F -1.37 -1.28 -1.28
F -2.15 -0.56 0.60
H 2.30 -0.59 2.73
H 3.35 -1.71 1.84
H 3.79 -1.16 3.45
H 4.81 0.70 2.63
H 4.65 0.03 1.04
H 3.86 1.52 -0.31
H 2.63 2.66 0.15
H 2.45 -0.23 -0.64
H 1.53 0.14 0.72
H 0.11 2.48 -2.60
H 0.52 4.25 -1.30
H -0.86 4.00 0.30
H 1.60 3.12 1.83
H 0.15 3.96 2.44
H 1.18 4.72 1.23
H -2.62 3.51 3.15
H -4.28 1.43 1.90
H -3.89 3.72 0.18
H -1.78 2.38 -1.58
H -1.22 1.16 -2.60
H -3.48 1.37 -2.73
H -2.97 -0.23 -2.54
H -5.01 1.25 -1.09
H -4.01 0.44 0.06
H -6.10 -0.67 -1.43
H -4.67 -1.39 -2.13
H -1.84 -4.36 -2.40
C 6.86 4.63 3.48
C 6.94 3.23 2.89
O 6.02 2.99 1.84
C 6.14 3.83 0.70
C 7.49 3.74 0.00
H 5.86 4.83 3.84
H 7.56 4.72 4.31
H 7.11 5.40 2.74
H 6.69 2.50 3.66
H 7.96 3.01 2.56
H 5.91 4.86 0.96
H 5.35 3.49 0.02
H 8.30 4.08 0.64
H 7.48 4.37 -0.89
H 7.70 2.72 -0.30
C -4.85 -8.90 0.73
C -6.26 -8.53 0.29
O -6.52 -7.14 0.33
C -5.70 -6.32 -0.48
C -5.78 -6.64 -1.96
H -4.66 -8.54 1.74
H -4.74 -9.99 0.72
H -4.09 -8.48 0.07
H -6.99 -8.97 0.96
H -6.46 -8.93 -0.71
H -4.66 -6.36 -0.13
H -6.05 -5.30 -0.32
H -5.43 -7.65 -2.18
H -5.16 -5.95 -2.53
H -6.81 -6.56 -2.32
```

Here are the Mulliken charges for atoms 1 to 8, given in e: -1.08 -0.20 -0.25 -2.25 -0.31 -0.80 0.20 -0.55

Entry 4:
# C25H47Cl2NO3Si2Sr

C25H47Cl2NO3Si2Sr as an isolated structure in a non-equilibrium geometry (ωB97M-V with the def2-TZVPD basis set, OMol25).

Its LUMO energy is -0.04 eV. Its gap between HOMO and LUMO is 0.1917 hartree. The spin multiplicity is 1. The calculation puts the total energy at -2791.24582 Ha. The value obtained for the largest force on an atom is 4.417 eV/Å.

XYZ file:
```
81
C25H47Cl2NO3Si2Sr (ωB97M-V with the def2-TZVPD basis set)
O 1.61 0.65 -2.33
O 0.20 1.13 -4.14
C 2.24 1.80 -1.65
C 2.69 1.60 -0.21
H 1.49 2.58 -1.77
H 3.13 2.11 -2.21
H 2.01 1.04 0.43
H 2.79 2.62 0.18
H 3.68 1.15 -0.11
C 2.54 -0.51 -2.35
C 3.56 -0.22 -3.42
H 1.91 -1.39 -2.55
H 3.00 -0.57 -1.34
H 3.05 0.14 -4.30
H 4.20 -1.05 -3.69
H 4.23 0.55 -3.07
C -0.66 0.06 -4.70
C -0.05 2.51 -4.70
C -0.02 -1.29 -4.57
H -0.85 0.38 -5.74
H -1.61 0.13 -4.15
H 1.02 -1.33 -4.89
H -0.58 -1.97 -5.23
H -0.14 -1.65 -3.55
C 1.07 2.77 -5.68
H -0.07 3.19 -3.84
H -1.06 2.43 -5.16
H 2.03 2.63 -5.17
H 1.06 3.77 -6.13
H 0.95 2.06 -6.51
H 1.04 0.94 -3.50
Sr -1.28 -0.76 1.57
C -1.41 0.06 -0.52
Si -2.42 1.58 -0.70
H -1.64 -0.57 -1.41
H -0.35 0.39 -0.78
C -1.34 3.12 -0.62
C -3.64 1.49 0.73
C -3.17 1.63 -2.42
C -0.45 1.55 2.78
Si -1.18 1.03 4.40
H -0.65 2.55 2.35
H 0.61 1.32 2.59
C -2.98 1.63 4.50
C -0.15 1.69 5.82
C -1.30 -0.87 4.60
H -4.19 2.02 -2.38
H -3.19 0.63 -2.86
H -2.59 2.27 -3.10
H -0.92 3.31 0.37
H -1.95 3.99 -0.92
H -0.50 3.04 -1.34
H -3.16 1.65 1.71
H -4.11 0.49 0.73
H -4.43 2.24 0.62
H 0.23 2.68 5.54
H 0.72 1.04 6.01
H -0.71 1.79 6.76
H -0.38 -1.42 4.34
H -2.15 -1.35 4.07
H -1.48 -1.08 5.67
H -3.32 1.63 5.54
H -3.67 0.99 3.93
H -3.06 2.65 4.12
Cl 3.76 -1.01 2.39
C 2.77 -2.39 2.47
C 3.19 -3.53 3.16
C 2.36 -4.64 3.31
Cl 2.92 -5.99 4.19
C 1.04 -4.64 2.78
C 0.10 -5.68 2.98
C -1.21 -5.53 2.56
C -1.60 -4.31 1.97
N -0.73 -3.31 1.78
C 0.59 -3.48 2.08
C 1.47 -2.32 1.89
O 1.05 -1.24 1.34
H 4.19 -3.56 3.59
H 0.43 -6.57 3.50
H -1.94 -6.31 2.69
H -2.63 -4.13 1.66
```

Here are the Mulliken charges for atoms 1 to 8, given in e: -0.42 0.52 -0.59 -1.30 0.39 0.53 0.03 0.43